# 1
Molecular formula: C9H14O
Method: DFT, ωB97M-V/def2-TZVPD

ORCA input file:
```
! RIJCOSX wB97M-V def2-TZVPD def2/J DEFGRID3
* xyz 0 1
C -0.01365 2.29302 -1.51185
C 0.85617 2.16295 0.71001
C -1.92725 -2.17028 -0.07371
H 2.31841 0.77933 2.40542
H 2.73533 -0.57910 1.36886
H -1.00402 2.52522 -3.17638
H -0.27874 3.84999 -0.13719
H -2.81458 -1.69713 0.35908
C -1.27962 -3.15553 0.91250
H -1.94996 -3.40750 1.72605
H 0.21244 0.50379 -2.67761
H -1.23102 -1.40889 -0.38600
C 0.45034 1.02925 -1.77068
C 1.37707 0.87279 0.47349
H 1.18945 -0.51750 2.09050
O -0.70210 3.05758 -2.42012
C 1.17524 0.35251 -0.78448
C 1.95149 0.11253 1.63684
H 1.47448 -0.64483 -1.02822
H 0.99025 2.63389 1.66471
C 0.18254 2.87860 -0.25143
H -2.28659 -2.68661 -0.96349
H -0.99500 -4.08591 0.41538
H -0.43068 -2.69817 1.41835
*
```

- HOMO energy (eV) = -8.411
- energy relative to the best compared isomer or geometry (same formula, charge and spin) (eV) = 0.2971

natural (NBO) atomic charge list, values in e, 5 entries: number 1, C, carries 0.305; number 2, C, carries -0.184; number 3, C, carries -0.614; number 4, H, carries 0.216; number 5, H, carries 0.216

***

# 2
Molecular formula: C24H16Cl3F3GeMoN7O4
Method: DFT, ωB97M-V/def2-TZVPD

ORCA input file:
```
! RIJCOSX wB97M-V def2-TZVPD def2/J DEFGRID3
* xyz 2 4
H -6.23317 -0.56083 3.62856
C -1.89450 -0.76930 2.30406
O 0.60075 0.58831 -2.19364
C -1.09533 -0.61092 1.37930
C -4.83274 -0.61363 5.25139
Cl -0.23865 4.54896 0.47792
Mo 0.01425 0.07330 -0.16474
H -4.48517 -0.76146 1.89065
O 1.54710 2.05185 -6.67956
C -1.37767 -1.74938 -2.12536
C 1.82645 -2.22513 -0.56103
N 3.73659 -1.72047 1.20705
N 2.61376 0.09937 1.96587
Ge -0.80589 2.61938 1.19776
H -1.48192 -0.94182 4.96676
O 1.38351 1.62984 -0.49198
C -2.86341 -0.82244 3.31243
H 3.36993 0.23649 2.62005
N 1.67711 -1.10601 0.20573
H 4.91267 -4.38265 -0.15247
N 2.83965 -3.04211 -0.52141
C 3.81205 -2.77198 0.38108
C -5.19352 -0.63838 3.90282
C 1.75500 2.32303 -4.04273
C 0.73489 -3.45128 -2.45295
F -7.02504 -1.07448 5.99169
H 3.76203 4.82276 -5.15103
C 2.69724 -0.92424 1.11911
H 1.59503 -4.09645 -2.51583
C 1.95035 2.48413 -2.66903
H 4.06266 5.13368 -2.71225
C -2.51782 -0.85143 4.67892
C 3.25253 4.18430 -4.44440
H -2.25905 -2.69877 -3.82685
N 4.85036 -3.57732 0.45097
H 1.88184 0.79331 1.88534
H -2.21044 -1.07288 -1.95358
C 2.77588 3.50616 -2.18788
N -0.33222 -1.63487 -1.29779
C 0.71231 -2.46920 -1.46707
H -0.32525 -4.25004 -4.13917
O 2.72842 3.81407 -7.06843
H 2.91047 3.62167 -1.12301
F -5.54828 -0.66649 7.51388
C -1.40764 -2.66423 -3.16344
F -6.26935 0.92679 6.25485
C 3.42042 4.34901 -3.07662
N 2.21246 3.00182 -6.35075
C -5.92475 -0.37244 6.27180
C -4.22209 -0.74203 2.93718
C 2.41299 3.17726 -4.90703
C -3.49956 -0.73598 5.63838
C 1.29119 1.54119 -1.76582
C -0.33125 -3.53248 -3.33409
H 5.56467 -3.40855 1.14122
H 1.10014 1.54869 -4.42262
Cl -2.53754 2.87626 2.44433
Cl -1.84792 1.71534 -0.74347
H -3.24453 -0.72728 6.68695
*
```

- HOMO energy (spin up / spin down) (eV) = -14.572 / -14.594
- energy relative to the best compared isomer or geometry (same formula, charge and spin) (eV) = 1.0346

natural (NBO) atomic charge list, values in e, 5 entries: number 1, H, carries 0.259; number 2, C, carries 0.259; number 3, O, carries -0.635; number 4, C, carries -0.355; number 5, C, carries -0.019

***

# 3
Molecular formula: C26H25Br2F6N2O5PdS2Te
Method: DFT, ωB97M-V/def2-TZVPD

ORCA input file:
```
! RIJCOSX wB97M-V def2-TZVPD def2/J DEFGRID3
* xyz 2 6
H 0.97221 4.47615 -1.84625
C 2.59615 -2.45090 -3.81703
F -5.43098 2.38394 2.39541
Br -3.98986 -1.43418 1.53964
H 6.42225 -1.89559 4.57428
C 2.04065 -1.27455 -4.30833
C 2.49583 -0.79420 2.07737
S -4.51982 2.42843 -0.07882
O -6.51495 -0.68723 -1.55665
S -6.23109 0.71441 -1.61402
H 3.51174 0.58630 -2.11666
H 2.88413 -4.14882 2.15223
H 3.83284 0.44009 -0.38761
C 3.01864 0.34013 2.76872
H 2.22226 2.18171 1.98906
H -4.96198 -3.58525 0.65987
N -5.24824 0.99576 -0.28788
Pd -3.29989 -0.00372 -0.76967
H 0.45139 0.15597 -4.08892
H 4.99281 -3.01834 2.66916
F -8.78457 0.95097 -1.86148
H 2.45553 -4.03704 -2.37859
C -4.91928 -2.57280 0.28226
C 2.26800 1.62487 2.92383
C 4.44047 -2.08585 2.67373
C 0.92213 -2.56707 -2.09779
H 7.10954 -1.20708 3.11399
H 2.76070 2.84823 -2.20760
F -8.04245 1.52827 0.09530
F -7.76805 2.84587 -1.60411
C 0.36045 -1.38644 -2.59323
C -0.12275 3.24611 -0.47394
H 3.46829 -2.87373 -4.29928
C -7.83805 1.59493 -1.21124
H 2.76224 2.25560 3.65938
C -0.14822 2.03274 0.19318
H 3.05318 -3.48074 0.52831
C 0.93749 3.52930 -1.32336
O -3.13157 2.24840 -0.57931
C 5.00973 -0.96004 3.28242
C 2.62774 -3.30107 1.51835
Te 0.73541 -0.69496 0.96719
C 3.18394 -2.04316 2.10659
H 2.68441 -0.64869 -1.17400
C 1.95302 2.60878 -1.52554
H -5.88360 -2.13524 0.05969
C 3.05265 0.38092 -1.15125
C 4.27099 0.22882 3.33393
H 6.62073 -0.13715 4.43691
O -5.66101 1.30232 -2.76913
C -0.83275 -0.81534 -1.99241
H 0.46109 -3.09397 -1.27123
C -4.28453 2.48704 1.76157
C 0.89059 1.12441 -0.01710
F -3.70200 3.63576 2.04871
C 0.91201 -0.74812 -3.70936
C 6.36242 -1.04328 3.89504
H 1.54171 -3.29293 1.42188
H 4.69091 1.07945 3.85633
H -0.95950 1.81103 0.87434
C 2.03479 -3.10212 -2.72495
H 2.47881 -0.78256 -5.16639
O -5.23743 3.58589 -0.43988
N -1.21591 -0.96551 -0.66308
F -3.48081 1.50211 2.15793
Br -3.91713 -2.56111 -1.37563
C 1.95910 1.36778 -0.88560
H -0.92598 3.95526 -0.32859
H 1.24513 1.45223 3.26766
O -1.64170 -0.10121 -2.58837
*
```

- HOMO energy (spin up / spin down) (eV) = -14.513 / -14.527
- energy relative to the best compared isomer or geometry (same formula, charge and spin) (eV) = 0.0890

natural (NBO) atomic charge list, values in e, 5 entries: number 1, H, carries 0.244; number 2, C, carries -0.125; number 3, F, carries -0.276; number 4, Br, carries 0.175; number 5, H, carries 0.253

***

# 4
Molecular formula: C28H34AuN3P3S
Method: DFT, ωB97M-V/def2-TZVPD

ORCA input file:
```
! RIJCOSX wB97M-V def2-TZVPD def2/J DEFGRID3
* xyz 3 1
C 0.03207 3.31852 -0.82459
H 2.51639 -1.47434 -5.43631
C -3.34208 1.12881 -1.64296
C 4.70496 1.70964 1.61144
H 0.27478 5.41075 2.41552
H -3.84326 2.08734 -1.62488
C 1.86134 -1.60171 -4.57272
P -1.12028 -0.99637 0.90999
C 3.46044 1.83100 1.01162
C -0.24593 5.40300 0.33184
C 0.20322 4.81947 1.51278
C -4.10028 -2.24494 4.07237
C -1.84969 -1.65963 3.46508
H 3.89071 0.62962 -4.22955
H 3.24403 2.69700 0.39732
C -0.32843 4.65746 -0.83599
H -2.26956 -3.98748 0.93981
C -4.52188 -2.07702 2.75884
N -1.51638 -4.43109 1.44211
C -3.61295 -1.69293 1.78390
C 4.01850 -0.35597 2.63895
H -0.52324 6.44871 0.32344
H -0.02872 2.73532 -1.73789
P 0.92624 0.99489 0.35133
C 1.01107 1.12179 -5.03534
C -2.05996 -1.35247 -1.70794
H 1.63347 -4.21764 1.98988
H -1.75162 -5.23185 2.01535
H 0.03695 0.79769 -5.39882
C 4.98412 0.61989 2.42357
H 0.92203 2.13081 -4.63359
H 0.57212 -5.50479 2.42828
H -5.56080 -2.22721 2.49825
H -2.36482 1.45660 0.22806
C -2.27731 -1.48590 2.14162
H -3.07308 -1.65338 -3.57557
C 0.48165 2.72694 0.35648
C -3.55329 0.24663 -2.71107
H 2.02517 -1.00687 2.21155
H 0.95584 3.04752 2.44256
C -2.91340 -0.97557 -2.74794
H -0.66565 5.12179 -1.75291
C -1.85773 -0.47843 -0.62049
H -2.45733 -2.15310 5.45585
H -0.81355 -1.50077 3.74639
C 0.57474 3.48712 1.52715
S 0.21230 -2.58633 0.40566
H 5.95197 0.53512 2.89887
H -4.81591 -2.53261 4.83148
C -2.76943 -2.03384 4.42696
H 1.71415 1.13646 -5.87013
H -3.94655 -1.53087 0.76492
C -0.29000 -3.96705 1.38990
P 1.61452 -0.00725 -3.75877
H 3.73340 -0.08351 -2.61083
H 4.23703 -1.19384 3.28785
N -0.20515 0.23717 1.45096
C 2.48875 0.85209 1.22352
H 0.90673 -2.00342 -4.90955
H -0.16888 0.44487 2.44436
C 3.26827 0.58591 -3.33438
Au 0.28917 -0.04146 -1.84974
C -2.51414 0.77733 -0.60287
H 2.32149 -2.30729 -3.88183
H -4.22431 0.52629 -3.51252
H -1.61321 -2.34001 -1.71758
N 0.69809 -4.59775 1.99497
C 2.77748 -0.24795 2.03406
H 3.20221 1.58474 -2.90233
H 5.45344 2.47435 1.45427
*
```

- HOMO energy (eV) = -16.012
- energy relative to the best compared isomer or geometry (same formula, charge and spin) (eV) = 0.3487

natural (NBO) atomic charge list, values in e, 5 entries: number 1, C, carries -0.188; number 2, H, carries 0.266; number 3, C, carries -0.194; number 4, C, carries -0.181; number 5, H, carries 0.248

***

# 5
Molecular formula: C11H15N
Method: DFT, ωB97M-V/def2-TZVPD

ORCA input file:
```
! RIJCOSX wB97M-V def2-TZVPD def2/J DEFGRID3
* xyz 0 1
H 4.54970 -1.51010 0.18044
H -2.69959 0.56779 -2.53990
H 0.90352 1.87832 3.02238
N -1.20293 1.77000 -1.21718
C 3.42473 -1.44138 0.33594
C -0.18934 -0.83309 1.17873
H -0.09644 -1.91261 1.03981
H 3.12134 -0.61372 0.87055
H 1.96237 -0.37678 -0.85477
C -0.60635 -0.04016 0.08678
C -0.67684 1.38920 -0.01432
C -2.04923 -1.83889 -1.30076
C 0.44902 -0.07372 2.23583
H -1.09469 -2.49220 -1.53190
H -1.32820 2.74925 -1.47482
H -2.58585 -2.37645 -0.46743
H 2.02417 -2.23993 -1.20804
C -1.80358 0.59833 -1.89780
H -0.19290 3.20578 1.18353
C 2.50855 -1.26809 -0.98906
H 3.40610 -1.07170 -1.65410
C 0.38368 1.37060 2.18029
H -2.92138 -1.74557 -1.91603
H 0.66032 -0.46024 3.08093
H 3.25882 -2.52772 0.78897
C -0.10494 2.03388 1.06354
C -1.42684 -0.47404 -1.21239
*
```

- HOMO energy (eV) = -8.044
- energy relative to the best compared isomer or geometry (same formula, charge and spin) (eV) = 3.7686

natural (NBO) atomic charge list, values in e, 5 entries: number 1, H, carries 0.198; number 2, H, carries 0.226; number 3, H, carries 0.219; number 4, N, carries -0.565; number 5, C, carries -0.609

***

# 6
Molecular formula: C7H7NNiO5
Method: DFT, ωB97M-V/def2-TZVPD

ORCA input file:
```
! RIJCOSX wB97M-V def2-TZVPD def2/J DEFGRID3
* xyz 2 3
C 0.18754 -1.54044 2.73661
C -0.05047 -0.12881 0.69308
C 1.23085 -2.13770 0.49895
O -1.47414 3.60484 -3.30710
C -1.68784 2.77131 -2.45957
N 0.43896 -1.19182 1.29459
O -3.02115 -0.83953 -1.94589
H -0.88511 -1.63943 2.90679
O 0.20207 0.13166 -0.52506
Ni -1.32683 1.60518 -1.20644
H 0.70341 -2.45520 2.94232
H 1.53639 -2.94288 1.16054
H -0.68182 0.59834 1.27517
H 2.09647 -1.62790 0.10380
H 0.61172 -2.53613 -0.29457
H 0.54694 -0.72548 3.36557
C -1.11091 2.89314 0.00460
O 3.44683 0.80370 -2.85188
C 2.53760 1.48548 -3.14610
C -2.29378 0.07447 -1.96625
O -1.00673 3.79723 0.72084
*
```

- HOMO energy (spin up / spin down) (eV) = -18.080 / -18.633
- energy relative to the best compared isomer or geometry (same formula, charge and spin) (eV) = 0.6691

natural (NBO) atomic charge list, values in e, 5 entries: number 1, C, carries -0.435; number 2, C, carries 0.456; number 3, C, carries -0.451; number 4, O, carries -0.322; number 5, C, carries 0.441

***

# 7
Molecular formula: C37H53AsN3O4P2SZr
Method: DFT, ωB97M-V/def2-TZVPD

ORCA input file:
```
! RIJCOSX wB97M-V def2-TZVPD def2/J DEFGRID3
* xyz 3 1
N -2.33178 -0.21767 0.93126
H 1.56562 -5.21405 3.28918
H -3.81055 0.57696 -5.03860
N -0.73390 -1.41336 -1.18495
H 3.20602 -1.88236 -3.34795
H -1.23721 -2.22604 -0.81847
H -5.37557 -1.04735 5.70657
C -3.23219 2.70974 -0.77116
C 0.99641 3.66273 -2.25308
H 1.77595 -0.24624 2.88411
C 0.46377 2.38999 -2.45722
H -1.45492 -4.46287 0.22954
H -2.53097 2.10291 -3.59034
H 5.50666 -0.77164 0.68831
C 3.20841 2.64441 0.14189
O 0.33735 -2.12924 1.33959
C 0.88072 1.65578 -3.57065
H -5.15721 3.51653 -0.31414
H -0.65041 -5.84174 1.00973
H 4.30700 -1.39207 -1.17365
C 1.94944 4.17273 -3.12337
H 0.11492 -1.77431 -1.62111
C -5.70061 -1.50829 2.35148
H 2.91166 1.12106 2.77320
S -3.69925 -1.08686 0.40495
C 1.83293 2.16870 -4.43835
H 1.06203 2.35274 1.39086
H 3.20049 -3.55094 -1.60889
C -1.85068 2.85089 -0.63840
C 2.78556 -2.85512 -0.87875
P 2.64414 -0.12700 -0.05675
H 5.41760 -0.88670 2.44049
H 3.13990 -3.16921 0.10058
C -5.08952 -1.06943 4.66393
O -3.23209 -2.40577 0.06496
H 2.13027 1.59610 -5.30716
H 2.05772 -3.51830 3.50977
C 3.35590 1.42746 -0.77783
H 3.16876 -0.14874 -3.02916
C -3.80625 -0.68284 4.29550
H -4.25804 5.42454 0.98032
C -3.49109 -0.70561 2.94474
H 3.55593 2.46208 1.15952
C -2.23834 -0.33293 2.28378
C 4.79752 1.32736 -1.29489
C -6.01898 -1.47347 3.70916
C 5.00002 -0.38076 1.56909
C 2.37969 3.42418 -4.20970
H -7.01243 -1.76248 4.02522
H 2.34016 5.16844 -2.96101
H -2.25265 -2.78418 -2.89300
C -1.27675 -3.53988 3.33094
H -1.36331 -4.49445 3.85155
P -0.72123 1.60079 -1.31957
H -6.42423 -1.82141 1.61108
H -0.54404 2.34669 1.68255
H 0.43942 0.69132 -3.79104
C -2.47743 1.03280 -3.43040
C -1.35325 3.91819 0.12003
H 2.48242 -4.39441 2.00597
O -4.44851 -0.34180 -0.54437
H -1.00530 -2.75626 4.03603
C -2.21383 4.83961 0.69761
C -3.58584 4.70068 0.53986
H 3.80878 3.46378 -0.25471
H 1.69782 -2.96808 -0.90197
H 1.72215 -1.11870 -2.80250
H 2.71474 1.59394 -1.65020
H 3.33880 -0.31783 3.67037
N 0.30459 1.77851 1.75361
C 2.81025 -1.11680 -2.67997
H -1.80993 5.67083 1.26012
C 3.48510 -0.59365 1.53599
C 2.83119 0.03285 2.77021
H -3.08791 -0.35091 5.03351
H 3.11426 3.83032 -4.89205
C 3.21683 -1.43461 -1.24317
C -3.19323 0.17742 -4.24578
H -0.28795 4.06236 0.25695
C 1.73404 -4.26233 2.78364
H 5.24070 0.67794 1.66403
H 0.47469 1.64010 2.74806
H 0.66024 4.29103 -1.44162
O -1.08914 -0.17310 2.78056
H 2.18395 3.02513 0.15697
H 3.28935 -1.66701 1.58853
C -3.11886 -1.19752 -4.04605
H 4.98440 0.44703 -1.90903
H -2.22003 -3.30811 2.83702
H 5.53050 1.34712 -0.49214
C -4.42883 -1.11178 2.00626
H -3.68273 -1.86873 -4.67939
C -0.50241 -4.84014 0.60356
As 0.08725 -3.70145 2.01219
H -3.65566 1.88383 -1.32260
H 0.24781 -4.88026 -0.18385
Zr -0.12001 -0.28060 0.74290
C -2.31635 -1.71307 -3.04330
C -1.60299 -0.84532 -2.22901
H 4.97964 2.19865 -1.92526
C -1.68807 0.52678 -2.39345
C -4.08900 3.63276 -0.18783
*
```

- HOMO energy (eV) = -16.011
- energy relative to the best compared isomer or geometry (same formula, charge and spin) (eV) = 0.2153

Mulliken atomic charge list, values in e, 5 entries: number 1, N, carries 0.319; number 2, H, carries 0.505; number 3, H, carries 0.495; number 4, N, carries 0.257; number 5, H, carries 0.647